1.
ORCA calculation (the ωB97M-V functional and the def2-TZVPD basis) on a cluster of 2 separate species, C5H14 in total.

XYZ file:
```
19
Properties=species:S:1:pos:R:3:forces:R:3:lowdin_charge:R:1
C 1.62275 -1.78599 0.15930 -0.65 -0.01 -0.02 -0.12
C 0.10456 -1.55258 0.04839 0.08 -0.25 0.82 -0.32
C -0.71659 -2.80875 -0.28740 0.52 0.75 -1.27 -0.12
H 2.04439 -1.67709 -0.83655 0.44 -0.17 0.07 0.07
H 1.82646 -2.77679 0.56546 0.04 -0.13 -0.21 0.06
H 2.09607 -1.09734 0.85707 0.02 0.28 -0.23 0.06
H -0.27101 -1.18505 1.00567 0.11 0.08 0.07 0.09
H -0.09098 -0.75956 -0.66314 -0.08 0.18 -0.20 0.08
H -1.70034 -2.71078 0.14796 -0.17 -0.53 0.31 0.06
H -0.87036 -2.89140 -1.36786 -0.04 0.12 -0.04 0.07
H -0.15733 -3.70656 -0.05990 -0.28 -0.30 0.69 0.06
C -1.23834 2.74172 0.02841 0.46 0.14 1.00 -0.17
C 0.27667 3.01715 0.03779 -0.57 -0.51 -0.33 -0.17
H -1.56951 2.53680 1.05068 0.04 -0.10 0.01 0.06
H -1.80338 3.62945 -0.24461 -0.05 -0.12 -0.55 0.06
H -1.48761 1.86806 -0.55198 -0.26 -0.09 -0.41 0.05
H 0.79919 2.28010 0.64256 -0.01 0.14 0.45 0.05
H 0.41555 4.02896 0.41709 0.54 -0.13 -0.13 0.06
H 0.71981 2.84967 -0.94894 -0.14 0.63 -0.04 0.06
```
Positions in Å, forces in eV/Å.

Results
HOMO = -11.3 eV
Frontier orbital gap = 12.386 eV

***

2.
ORCA calculation (the ωB97M-V functional and the def2-TZVPD basis) on a cluster of 2 separate species, C5H14 in total.

XYZ file:
```
19
Properties=species:S:1:pos:R:3:forces:R:3:lowdin_charge:R:1
C -1.90514 0.78978 1.19148 0.34 0.59 -0.08 -0.12
C -0.68158 1.43963 0.50138 -2.35 1.02 -0.34 -0.33
C 0.68267 1.27656 1.08588 1.98 -2.45 0.24 -0.15
H -2.79473 1.14897 0.67612 -0.14 0.15 0.07 0.06
H -1.92173 1.17601 2.20382 -0.35 -0.46 0.44 0.06
H -1.97902 -0.30126 1.12349 0.50 0.15 0.32 0.07
H -0.81326 1.06219 -0.52624 0.87 0.53 0.18 0.08
H -0.92168 2.55682 0.48814 0.32 -1.38 -0.22 0.12
H 1.31678 0.72570 0.35518 0.17 1.46 -0.13 0.05
H 1.14529 2.15881 1.51016 0.09 0.32 -0.48 0.06
H 0.90936 0.49887 1.86026 -1.40 0.50 0.16 0.08
C 0.27334 -1.44495 -0.83801 0.02 0.25 -0.80 -0.17
C 1.52510 -1.73775 -1.70636 -1.34 0.42 -0.57 -0.14
H -0.48700 -2.21156 -0.68954 0.63 -0.63 0.21 0.07
H 0.60779 -1.02797 0.11203 -0.61 -0.10 -0.15 0.03
H -0.30189 -0.74055 -1.43774 -0.02 0.55 0.58 0.05
H 1.41701 -1.13177 -2.62743 0.67 0.19 0.67 0.07
H 1.50515 -2.71222 -2.14539 0.36 -1.01 0.29 0.04
H 2.42354 -1.52532 -1.13722 0.24 -0.12 -0.38 0.06
```
Positions in Å, forces in eV/Å.

Results
HOMO = -10.7 eV
Frontier orbital gap = 11.893 eV

***

3.
ORCA calculation (the ωB97M-V functional and the def2-TZVPD basis) on a cluster of 2 separate species, C5H14 in total.

XYZ file:
```
19
Properties=species:S:1:pos:R:3:forces:R:3:lowdin_charge:R:1
C 0.84523 1.79301 0.66068 0.57 -0.72 -0.38 -0.12
C -0.01264 1.32011 -0.51039 -0.32 -0.35 0.59 -0.34
C -0.52723 2.43155 -1.40090 -0.48 0.16 0.06 -0.13
H 1.79700 2.20142 0.31734 -0.08 0.38 0.17 0.07
H 1.09294 0.91202 1.25753 0.10 0.04 0.09 0.06
H 0.30640 2.46301 1.32422 0.04 0.34 -0.14 0.07
H 0.50226 0.56661 -1.10309 0.22 -0.07 0.00 0.10
H -0.81137 0.78131 0.01226 -0.40 0.07 -0.57 0.09
H -0.92467 3.21455 -0.76453 0.10 0.44 0.07 0.06
H 0.24487 2.84179 -2.05160 0.10 0.07 0.14 0.07
H -1.37275 2.16462 -2.03904 0.16 -0.38 -0.03 0.07
C -0.68963 -2.72776 0.07828 -1.37 1.32 -0.29 -0.18
C 0.46149 -2.46126 1.03603 -0.24 -1.12 -0.42 -0.16
H -1.59182 -3.17636 0.49895 0.36 -0.41 0.42 0.06
H -1.10825 -1.78901 -0.29891 0.21 0.22 -0.04 0.04
H -0.46050 -3.27411 -0.82982 0.52 -0.32 0.10 0.06
H 0.21308 -1.94993 1.95279 -0.52 0.19 0.20 0.06
H 1.21279 -1.85695 0.54389 0.41 -0.17 -0.09 0.05
H 0.82281 -3.45460 1.31632 0.62 0.32 0.11 0.06
```
Positions in Å, forces in eV/Å.

Results
HOMO = -11.3 eV
Frontier orbital gap = 12.452 eV

***

Relative energy (zero: lowest compared OMol25 entry of this formula, charge and spin) across the listed records, respectively: 8.3; 26.5; 6.2 kcal/mol.
LUMO energy across the listed records, respectively: 1.09; 1.15; 1.14 eV.